# 1
ORCA calculation (ωB97M-V/def2-TZVPD) on one molecule with the formula C4H3NO2.

## Properties
HOMO energy ... -10.4 eV
ΔE to the lowest compared entry with this formula, charge and spin ... 421.35 kJ/mol
SMILES ... C#CC(=O)/C=N\O

Structure (XYZ):
```
10
Properties=species:S:1:pos:R:3:forces:R:3:mulliken_charge:R:1
C 1.9841 0.8839 1.0536 -0.64 -0.14 -0.13 0.10
C 0.8527 0.5129 0.8515 0.87 0.31 0.23 -0.13
C -0.5378 0.0911 0.7719 0.05 -0.05 0.25 0.29
O -1.2529 0.1805 1.7487 0.10 0.00 -0.26 -0.49
C -1.1244 -0.4830 -0.4767 -0.08 -0.06 -0.40 -0.13
N -0.6179 -0.6883 -1.6312 -0.22 0.06 0.42 -0.45
O 0.6974 -0.3248 -1.7446 0.08 0.00 -0.11 -0.33
H 2.9858 1.2321 1.2233 -0.35 -0.16 -0.08 0.38
H -2.1735 -0.7607 -0.3754 0.24 0.03 -0.03 0.40
H 0.9092 -0.5289 -2.6644 -0.06 0.00 0.12 0.35
```
Positions in Å, forces in eV/Å.

---

# 2
ORCA calculation (ωB97M-V/def2-TZVPD) on a 15-piece molecular cluster, C42H120N6O15 overall.

## Properties
HOMO energy (alpha / beta) ... -10.9 / -10.9 eV
ΔE to the lowest compared entry with this formula, charge and spin ... 0.00 kJ/mol
Spin multiplicity ... 2
Total charge ... +1

Structure (XYZ):
```
183
Properties=species:S:1:pos:R:3:forces:R:3:mulliken_charge:R:1
C -2.2908 -3.1408 6.8705 0.20 0.47 -0.37 -1.26
C -1.2862 -2.0767 6.4207 -0.81 -1.05 -0.32 0.93
O -0.2757 -1.8793 7.3473 0.09 -0.11 0.39 -0.59
H -2.9757 -3.2265 6.0269 -0.53 0.03 0.24 0.28
H -2.7859 -2.8139 7.7849 -0.19 -0.15 -0.12 0.39
H -1.9004 -4.1501 7.0006 0.43 0.19 0.16 0.31
H -1.8370 -1.1619 6.2020 -0.19 0.32 0.14 -0.02
H -0.8970 -2.4045 5.4568 0.36 -0.09 -0.32 -0.36
H 0.2776 -1.1837 6.9846 0.62 0.28 0.22 0.37
C -0.0108 1.6401 6.1550 2.04 0.20 0.66 -0.31
C 1.5121 1.2557 6.0042 -1.27 0.14 0.01 -0.14
O 1.6656 -0.0423 6.5125 -0.03 -1.27 0.13 -0.52
H -0.7094 0.9170 5.7342 0.32 0.11 -0.49 -0.43
H -0.1086 2.6479 5.7514 -0.53 -0.15 -0.11 0.16
H -0.2288 1.6587 7.2229 -0.05 0.18 0.05 0.47
H 2.2209 1.8531 6.5777 -0.48 0.83 -0.16 0.47
H 1.8073 1.2806 4.9552 0.06 0.14 -0.24 -0.05
H 2.5806 -0.1987 6.7573 0.01 -0.08 0.00 0.26
C 2.3789 5.4984 -1.7245 -0.08 0.27 -0.93 -1.19
C 2.3514 4.4063 -2.7716 0.00 -0.49 0.25 0.42
O 1.0497 4.1341 -3.2856 0.07 1.08 0.56 -0.47
H 2.0382 5.0657 -0.7839 -0.11 0.55 0.09 0.08
H 1.7973 6.3478 -2.0829 -0.37 -0.02 0.38 0.35
H 3.3937 5.8905 -1.6565 0.11 -0.24 0.36 0.43
H 2.7022 3.5334 -2.2211 0.26 -0.50 -0.33 -0.27
H 3.0318 4.5987 -3.6012 0.13 0.16 -0.04 0.35
H 1.0279 3.1996 -3.5042 -0.10 -0.83 -0.21 -0.13
C 0.7557 -5.5172 2.7485 0.66 -0.89 0.20 -0.40
C 0.0996 -6.6089 3.6194 -0.71 1.29 -1.95 -0.78
O -0.5606 -5.9522 4.6645 -0.01 -0.29 1.16 -0.46
H 1.5248 -5.0144 3.3348 0.13 0.09 0.07 0.27
H 0.0652 -4.7440 2.4117 -0.15 -0.30 -0.02 -0.17
H 1.2803 -5.9776 1.9112 -0.03 0.18 -0.25 0.46
H 0.7952 -7.4202 3.8341 0.09 0.15 0.64 0.34
H -0.7271 -7.0423 3.0565 0.10 -0.30 -0.17 0.31
H 0.1066 -5.5672 5.2375 0.01 0.12 0.27 0.32
C -2.1646 -3.0123 2.7290 0.84 0.22 0.80 0.29
C -2.1004 -3.3848 1.2693 0.07 -0.83 1.14 -0.03
O -3.0164 -2.4993 0.6225 0.19 -0.21 -1.01 -0.72
H -1.5160 -3.5609 3.4120 0.14 -0.41 -0.35 -0.27
H -3.1500 -3.1256 3.1809 -0.29 0.10 -0.30 0.72
H -1.8217 -1.9810 2.8135 -0.26 0.12 0.08 -0.71
H -2.4026 -4.4206 1.1148 -0.16 -0.17 -0.06 0.59
H -1.0795 -3.3144 0.8938 -0.12 0.57 -0.24 -0.29
H -3.7568 -2.4959 1.2335 -0.47 0.45 -0.03 0.35
C 2.7303 -4.4283 -2.2361 0.13 -1.08 0.64 -1.51
C 2.3164 -4.1797 -0.7914 -1.09 0.16 -0.99 0.98
O 3.1867 -4.7414 0.1230 -0.21 -0.42 0.56 -0.62
H 1.9389 -4.2031 -2.9509 0.22 0.42 -0.11 0.27
H 2.8653 -5.5095 -2.2665 0.14 -0.15 -0.35 0.46
H 3.7083 -3.9946 -2.4444 -0.25 0.24 -0.30 0.28
H 1.3493 -4.6628 -0.6520 -0.19 -0.17 0.15 0.34
H 2.1011 -3.1198 -0.6551 0.33 0.49 0.43 -0.46
H 4.0576 -4.3864 -0.0698 0.64 0.45 -0.03 0.30
C 2.1773 3.5222 2.1285 0.07 -0.83 -0.46 -0.27
C 1.9917 4.2093 3.4558 -0.27 0.38 -0.86 -0.08
O 3.1640 4.1081 4.2082 0.47 -0.09 0.51 -0.57
H 1.2777 3.5495 1.5136 -0.12 0.14 0.19 0.08
H 2.4096 2.4695 2.2900 -0.18 -0.22 0.22 -0.19
H 3.0034 3.8358 1.4903 0.08 0.70 0.30 0.48
H 1.1462 3.7547 3.9721 -0.18 -0.16 0.12 -0.31
H 1.7573 5.2643 3.3139 -0.21 0.17 -0.17 0.59
H 3.0546 4.7414 4.9214 0.37 -0.06 0.25 0.34
C 3.6485 0.2339 -3.2378 -0.28 0.63 -0.09 -0.11
C 2.6992 -0.9408 -3.1226 2.24 0.32 1.27 0.74
O 1.8176 -0.9696 -4.1865 -0.91 -0.90 -0.59 -0.57
H 4.1746 0.2771 -4.1914 0.21 -0.37 0.00 0.41
H 4.3647 0.2429 -2.4162 0.02 0.08 -0.02 -0.20
H 3.0499 1.1448 -3.2276 0.13 0.21 0.29 -0.23
H 2.2127 -0.8514 -2.1513 -0.66 -0.08 -0.24 -0.81
H 3.3202 -1.8335 -3.0487 -0.27 -0.43 -0.17 0.23
H 2.3136 -1.2874 -4.9445 -0.10 -0.02 -0.28 0.37
C -5.0624 1.0798 -4.1174 -0.22 -0.63 -0.71 -1.22
C -3.8238 0.1435 -3.9758 -0.61 2.16 0.71 0.29
O -3.2133 0.6128 -2.7798 0.11 -2.41 0.88 -0.01
H -5.6934 0.9090 -3.2452 -0.05 -0.09 -0.05 0.29
H -5.6629 0.9462 -5.0172 -0.03 -0.45 -0.07 0.45
H -4.8610 2.1511 -4.1221 0.70 -0.12 0.13 0.16
H -3.0609 0.2125 -4.7513 -0.42 -0.16 -0.56 -0.14
H -4.1377 -0.8887 -3.8205 -0.06 -0.05 -0.22 0.26
H -2.7784 1.4446 -2.9812 0.59 1.17 -0.19 0.02
C 0.8902 1.5268 -0.4367 0.07 0.38 -0.03 0.15
C 0.4803 0.1867 0.2186 -0.22 1.20 1.02 2.81
C 1.0277 -0.0128 1.6451 0.00 -0.74 -1.00 -1.39
O 0.7330 -1.3604 2.0490 -1.00 0.64 -0.69 1.13
C 1.1736 -1.6919 3.3446 1.04 0.62 -0.19 -0.38
N -1.0021 0.1560 0.3477 1.61 -0.30 -0.77 1.08
H 0.7234 1.5830 -1.5124 0.01 -0.66 -0.24 -0.18
H 1.9363 1.7973 -0.2934 0.21 -0.33 0.09 -0.15
H 0.3472 2.4182 -0.1226 -0.34 -0.29 0.69 -0.15
H 0.9371 -0.6041 -0.3765 -0.28 -0.42 -0.24 -1.66
H 0.5350 0.7166 2.2880 0.23 0.07 0.38 -0.08
H 2.1113 0.0855 1.5799 0.26 0.35 0.45 -0.13
H 1.0600 -0.8710 4.0526 -0.71 -0.03 0.21 0.11
H 2.2584 -1.7803 3.2841 0.28 -0.60 0.21 -0.01
H 0.7010 -2.6202 3.6655 0.08 0.21 0.01 -0.27
H -1.3238 0.1906 -0.6090 -0.77 -0.07 -0.19 -0.39
H -1.2261 -0.7505 0.7326 -0.42 -0.22 0.01 -0.47
C -2.3042 5.2546 -2.1206 -0.06 0.78 0.32 -1.63
C -2.5527 3.7709 -1.9236 -0.25 1.19 0.52 0.98
C -4.0494 3.5612 -1.5770 0.47 -0.81 1.87 -0.84
O -4.3556 4.0709 -0.2533 0.66 1.08 -0.44 -0.31
C -5.7303 4.1259 0.1183 0.58 0.02 -0.28 -0.96
N -2.1778 3.1147 -3.1747 -0.35 -0.64 0.18 -0.28
H -2.5826 5.8380 -1.2430 -0.27 0.03 -0.07 0.38
H -2.8943 5.5552 -2.9864 -0.37 0.31 0.08 0.47
H -1.2947 5.5723 -2.3816 0.31 -0.61 0.13 0.31
H -1.8984 3.3838 -1.1425 -0.22 -0.19 0.21 -0.57
H -4.2231 2.5040 -1.3765 -0.26 -0.36 -1.25 0.36
H -4.6614 4.0305 -2.3473 -0.30 -0.15 -0.06 0.69
H -6.1723 3.1298 0.1426 -0.11 -0.13 -0.11 0.34
H -6.2826 4.7883 -0.5483 -0.15 -0.06 -0.13 0.34
H -5.7684 4.5506 1.1215 0.09 -0.06 -0.04 0.27
H -1.2006 3.3515 -3.2699 0.38 -0.04 -0.36 0.07
H -2.6648 3.6288 -3.8949 0.00 -0.01 -0.50 0.29
C 4.8039 -2.1066 1.6591 0.28 0.69 -0.09 -1.67
C 5.0853 -1.7272 0.2012 -0.10 0.30 0.53 2.44
C 6.1961 -0.6787 -0.0112 0.04 0.40 1.71 -1.07
O 6.0162 0.5133 0.8027 -0.28 -0.65 -1.05 -0.45
C 4.9796 1.3961 0.3771 0.36 0.06 1.06 -0.30
N 5.3865 -2.9889 -0.4698 -0.14 0.19 -0.96 -0.57
H 4.4498 -1.2621 2.2504 0.30 0.13 0.00 0.28
H 5.7564 -2.4610 2.0529 -0.04 -0.04 0.43 0.52
H 4.0547 -2.8905 1.7701 0.07 -0.08 -0.39 0.42
H 4.2154 -1.2314 -0.2296 -0.53 -0.62 -0.25 -1.35
H 6.3228 -0.4380 -1.0667 -0.14 0.12 -0.21 0.34
H 7.1348 -1.0927 0.3569 0.16 -0.03 -0.07 0.41
H 5.2468 2.0056 -0.4862 -0.01 -0.33 -0.40 0.33
H 4.8496 2.0992 1.1998 0.09 0.05 0.07 0.34
H 4.0132 0.8994 0.2912 -0.05 -0.15 -0.45 -0.08
H 6.2293 -3.4169 -0.1141 0.22 0.07 0.48 0.26
H 5.6125 -2.8015 -1.4362 -0.07 -0.07 -0.41 0.25
C -1.1228 -2.7733 -2.2738 0.69 0.35 0.14 -0.40
C -2.4344 -3.5090 -2.5974 -1.17 -1.98 0.09 0.54
C -2.5051 -5.0203 -2.1550 0.99 1.36 -0.38 -0.63
O -1.6017 -5.6864 -3.0096 -0.49 -0.83 0.59 -0.35
C -1.4350 -7.0858 -2.6695 0.49 0.10 -1.18 -0.78
N -3.5456 -2.7187 -2.0103 4.11 -0.42 -1.13 -0.02
H -1.1502 -1.7412 -2.6230 -0.16 0.21 0.22 0.21
H -0.3105 -3.2098 -2.8549 -0.24 -0.41 -0.14 0.26
H -0.8156 -2.8328 -1.2296 -0.34 0.14 0.07 -0.37
H -2.4340 -3.5206 -3.6873 -0.57 0.22 -0.22 0.55
H -3.5319 -5.3817 -2.2119 -0.11 -0.16 -0.17 0.47
H -2.1435 -5.0952 -1.1295 -0.14 -0.03 0.34 0.10
H -0.9052 -7.2726 -1.7354 -0.26 0.39 0.27 0.30
H -0.8049 -7.4952 -3.4590 0.12 0.17 0.01 0.29
H -2.3498 -7.6732 -2.7485 -0.35 0.36 0.35 0.33
H -3.5547 -2.8460 -1.0084 -1.27 -0.54 1.89 0.63
H -3.1776 -1.7832 -2.1074 -1.13 1.62 -0.61 -0.13
C 2.1715 2.0387 -5.9979 -0.77 -0.09 -0.47 -1.47
C 0.6953 1.8320 -5.5883 1.05 0.97 -0.15 0.67
C -0.1061 0.7956 -6.3601 0.46 -0.08 -0.82 -0.29
O -0.2254 1.0086 -7.7631 0.37 0.32 0.16 -0.47
C -0.9414 2.1737 -8.1723 -0.06 -0.24 0.07 -0.67
N 0.5848 1.5286 -4.1459 -0.69 0.28 -1.03 1.36
H 2.7520 1.1328 -5.8233 0.02 -0.03 -0.34 0.13
H 2.6979 2.8613 -5.5138 -0.43 0.00 0.55 0.13
H 2.1655 2.3478 -7.0431 0.24 -0.51 -0.23 0.48
H 0.1792 2.7697 -5.7943 0.04 0.33 0.34 0.50
H -1.0822 0.7359 -5.8787 -0.54 0.14 -0.06 0.17
H 0.3328 -0.1932 -6.2274 0.15 -0.10 -0.23 0.10
H -0.5110 3.1339 -7.8877 0.25 -0.08 0.56 0.28
H -1.9618 2.0973 -7.7969 -0.21 0.22 -0.03 0.28
H -0.9505 2.2391 -9.2603 -0.06 -0.58 0.02 0.28
H 0.9422 0.5867 -4.0734 0.30 -0.15 0.31 -0.26
H -0.4155 1.3900 -4.1256 -0.56 0.04 1.15 -0.79
C -2.8943 0.6650 3.5123 0.44 -0.85 0.42 -1.22
C -3.3249 1.8869 2.7575 0.17 1.16 0.64 0.23
C -2.3665 3.1405 3.0345 -0.30 -0.24 1.26 -0.31
O -2.3390 3.5951 4.4345 -0.44 -1.45 -0.20 -0.40
C -1.7908 4.8835 4.5270 -0.08 0.27 -1.39 -0.81
N -3.4700 1.6202 1.3215 0.40 0.41 1.05 -0.31
H -2.7204 0.8954 4.5634 -0.16 -0.01 0.04 0.45
H -1.9981 0.1621 3.1491 0.51 0.52 -0.29 -0.32
H -3.6146 -0.1493 3.4331 -0.50 0.23 0.15 0.41
H -4.3152 2.1217 3.1479 -0.05 0.42 0.07 0.59
H -2.6192 4.0231 2.4470 -0.49 -0.12 -0.40 0.60
H -1.3379 2.8935 2.7720 0.28 -0.32 -0.20 0.04
H -0.8422 4.8900 3.9903 0.31 0.26 -0.07 0.24
H -1.6092 5.3181 5.5100 -0.39 -0.79 0.31 0.27
H -2.4844 5.5245 3.9827 0.13 0.65 0.03 0.43
H -2.5639 1.2581 1.0609 0.25 -0.19 -0.53 0.15
H -3.5194 2.5530 0.9372 -0.31 0.13 -0.78 0.13
```
Positions in Å, forces in eV/Å.

---

Number 1 is which compound? C4H3NO2

---

Number 1 is which compound? C4H3NO2